The following is a quantum chemistry calculation of the ion C7H12N5OS with charge -1, from OMol25.

Last column: Mulliken charge in e.
Atoms and positions in Å:
C 1.629 1.828 0.583  -1.625
C 0.618 0.948 -0.260  0.464
C 1.037 0.681 -1.711  -1.233
C 0.081 -0.326 0.412  0.933
C 1.284 -1.237 0.616  -1.765
C -0.572 -0.109 1.724  -0.128
N -1.764 0.550 1.738  -0.216
O 0.054 -0.344 2.740  -0.677
N -0.954 -1.073 -0.543  0.608
N -0.907 -2.404 -0.801  -0.391
N -1.843 -2.706 -1.550  -0.645
N -2.614 -1.647 -1.880  -0.443
C -2.133 -0.614 -1.217  0.624
S -2.865 0.873 -1.017  -0.627
H 2.576 1.211 0.515  0.302
H 1.725 2.674 0.045  0.563
H 1.279 1.818 1.540  0.417
H -0.305 1.443 -0.405  0.529
H 0.484 -0.244 -1.997  0.337
H 0.818 1.505 -2.514  0.241
H 2.144 0.567 -1.542  0.313
H 1.134 -2.094 1.392  0.390
H 1.554 -1.885 -0.238  0.352
H 2.015 -0.651 1.097  0.455
H -2.156 0.633 0.716  0.006
H -2.318 0.603 2.557  0.217

* energy above the lowest of the compared OMol25 structures with the same formula, charge and spin: 0.000 eV
* multiplicity: 1
* HOMO energy: -4.199 eV
* net charge: -1
* LUMO energy: 3.282 eV
* SMILES string: CC(C)[C@@](C)(C(N)=O)n1nnnc1[S-]